Record 1
{
  "formula": "C24H34Br12N2O4",
  "method": "the ωB97M-V functional and the def2-TZVPD basis",
  "species": ["O", "N", "O", "C", "C", "C", "C", "C", "C", "H", "H", "H", "H", "H", "O", "N", "O", "C", "C", "C", "C", "C", "C", "H", "H", "H", "H", "H", "Br", "C", "C", "Br", "H", "H", "H", "H", "Br", "C", "C", "Br", "H", "H", "H", "H", "Br", "C", "C", "Br", "H", "H", "H", "H", "Br", "C", "C", "Br", "H", "H", "H", "H", "Br", "C", "C", "Br", "H", "H", "H", "H", "Br", "C", "C", "Br", "H", "H", "H", "H"],
  "xyz": [[-25.2841, 1.5992, -12.1933], [-25.0282, 1.3224, -11.0318], [-25.7163, 1.7239, -10.0844], [-23.7499, 0.5696, -10.6414], [-23.6543, -0.2252, -9.4902], [-22.4461, -0.8082, -9.0779], [-21.3514, -0.6547, -9.8816], [-21.3895, 0.0189, -11.0593], [-22.6250, 0.7135, -11.4391], [-24.5504, -0.4176, -8.9188], [-22.4416, -1.3363, -8.1358], [-20.4992, -1.2182, -9.5314], [-20.5561, -0.1385, -11.7280], [-22.7465, 1.3957, -12.2675], [-23.8148, 2.0727, -6.7802], [-22.8940, 1.6754, -6.1327], [-21.9899, 1.0605, -6.6171], [-22.9635, 1.5821, -4.6321], [-23.7516, 2.5643, -3.9448], [-24.0003, 2.5535, -2.5878], [-23.4640, 1.4871, -1.8491], [-22.8092, 0.4150, -2.4826], [-22.6561, 0.4452, -3.9042], [-24.1423, 3.3895, -4.5216], [-24.5303, 3.3784, -2.1349], [-23.4964, 1.4687, -0.7697], [-22.4894, -0.5078, -2.0216], [-22.2447, -0.4386, -4.3691], [-21.9953, -9.8908, -7.9102], [-22.7463, -8.1195, -7.2487], [-23.1980, -8.1919, -5.7949], [-24.2827, -6.6477, -5.1155], [-23.4794, -7.7575, -7.9696], [-21.9241, -7.4044, -7.2752], [-22.3659, -8.2770, -5.0960], [-23.8360, -9.0649, -5.6574], [-20.3691, -2.9464, -4.7146], [-19.0494, -3.3727, -6.0802], [-19.7747, -3.4930, -7.4058], [-18.5798, -3.4381, -8.9350], [-18.5782, -4.2856, -5.7160], [-18.3623, -2.5265, -6.0845], [-20.3508, -2.5679, -7.3857], [-20.3209, -4.4130, -7.6139], [-26.8227, 3.5781, -6.1023], [-27.1472, 1.9598, -7.2808], [-27.2842, 0.6667, -6.4695], [-27.2709, -1.0365, -7.4951], [-26.2480, 2.0603, -7.8886], [-28.0014, 2.1119, -7.9405], [-28.1944, 0.6381, -5.8706], [-26.4415, 0.5759, -5.7841], [-27.5835, -4.2036, -1.2680], [-26.9209, -2.8958, 0.0894], [-25.4299, -2.8646, -0.1285], [-24.4207, -1.4744, 0.8128], [-27.1563, -3.2923, 1.0771], [-27.3990, -1.9465, -0.1522], [-25.2784, -2.5511, -1.1614], [-25.0525, -3.8526, 0.1351], [-23.7401, -8.0408, 1.1197], [-22.7561, -7.0978, -0.3943], [-23.4954, -5.7850, -0.7341], [-22.7795, -4.6306, -2.2102], [-22.6290, -7.6917, -1.2995], [-21.7527, -6.9833, 0.0158], [-23.5150, -5.2036, 0.1877], [-24.5522, -5.9927, -0.9017], [-25.5658, -1.4331, -3.5292], [-24.5319, -2.8205, -4.5200], [-24.3666, -2.5653, -6.0067], [-22.9344, -3.8519, -6.7898], [-24.7564, -3.8528, -4.2516], [-23.5801, -2.6470, -4.0178], [-24.0364, -1.5273, -5.9651], [-25.2762, -2.7081, -6.5901]],
  "forces_ev_per_angstrom": [[0.8301, -0.7615, 0.7710], [-0.1563, 0.7702, 1.1163], [0.7861, -0.8849, -0.9170], [0.7754, -0.3262, -0.1780], [-0.5574, -0.0438, 0.3782], [-2.4527, 1.2214, -0.2980], [0.6817, -1.1755, 0.9077], [-2.2072, 1.1431, -1.4295], [1.1426, -0.6699, 0.6116], [-0.1225, 0.1869, 0.1864], [0.1688, -0.1586, -0.1325], [0.5761, 0.2137, -0.4801], [0.0310, 0.7812, -0.2089], [0.4772, -0.2818, -0.4202], [-1.3406, 1.5856, -0.0545], [-0.2793, -2.2817, 1.5460], [2.1429, -0.5075, -0.5103], [-2.6037, 1.3414, 1.6681], [0.7057, 0.1602, -1.3161], [1.0102, -0.9984, -0.2752], [0.7360, -0.8112, -0.0111], [-0.8163, 1.1576, -1.9058], [0.8158, -0.0041, 0.6078], [-0.0023, 0.0366, -0.2020], [-0.0572, -0.1149, 0.0936], [-0.3420, 0.0486, 0.1068], [-0.0463, 0.2272, 0.5315], [0.2505, 0.0493, -0.2685], [-0.6651, 1.3401, 0.6607], [0.7481, 0.5864, 0.1904], [-0.6420, -0.7917, 0.1072], [0.4827, -0.9759, -0.5541], [-0.1850, -0.5152, 0.2273], [0.1836, -0.2731, -0.3385], [-0.0217, 0.1328, -0.2556], [-0.0781, 0.2090, 0.1093], [0.1722, 0.1496, 0.5285], [0.2092, -0.6084, 0.0561], [0.3791, 0.5672, 0.2387], [0.3559, 0.1527, 0.0088], [0.1479, 0.1905, -0.2524], [-0.0098, -0.2529, -0.0612], [-0.4705, -0.4326, -0.8895], [-0.2074, 0.4059, 0.6232], [-0.7479, -1.0337, -0.3876], [0.4544, 0.0484, -0.2574], [0.5485, 0.5069, 0.5430], [-0.1361, 0.9478, 0.0042], [-0.1482, -0.6741, 0.1475], [-0.0490, 0.3774, 0.3716], [0.0197, 0.0364, -0.2664], [-0.0378, -0.0779, -0.0981], [0.1202, 0.3982, 0.6176], [0.1025, -0.0996, -0.1148], [-0.2070, 0.2198, -0.6458], [-0.3553, -0.2700, 0.2823], [-0.3629, 0.1990, -0.2206], [-0.0610, -0.2168, 0.2401], [0.3518, -0.6766, 0.1452], [0.3926, 0.4501, -0.2222], [0.5693, 0.6577, -1.4163], [0.1456, 0.3843, -0.2765], [-0.1278, -0.2984, 1.2413], [-0.1919, -1.1196, 1.1659], [-0.5400, -0.5350, 0.3515], [-0.2389, 0.4039, 0.0441], [0.4108, 0.4088, -0.2735], [0.1619, -0.0299, -0.7061], [-0.2388, -0.7151, -0.9423], [1.1902, -0.5416, 0.6211], [0.1009, -0.1921, 0.7673], [-1.7925, 1.4371, 0.4845], [-0.8551, 0.3258, 0.0784], [0.1577, -0.0522, -0.3540], [0.4035, -0.0498, -1.2668], [0.4154, -0.0063, 0.0262]],
  "spin_multiplicity": 1,
  "lumo_ev": -0.3,
  "largest_force_ev_per_a": 3.37,
  "mol_weight_g_mol": 1373.39
}

Record 2
{
  "formula": "C24H34BrCl2NO2Sn",
  "method": "the ωB97M-V functional and the def2-TZVPD basis",
  "species": ["Sn", "C", "C", "C", "C", "C", "C", "C", "C", "C", "C", "C", "C", "C", "C", "C", "C", "C", "H", "H", "H", "H", "H", "H", "H", "H", "H", "H", "H", "H", "H", "H", "H", "H", "H", "H", "H", "H", "H", "H", "H", "H", "H", "H", "H", "H", "H", "Cl", "C", "Cl", "H", "H", "Br", "C", "C", "C", "C", "C", "N", "C", "O", "O", "H", "H", "H"],
  "xyz": [[-0.5139, -0.5751, -0.9654], [-0.3984, -1.4748, 1.6535], [-0.2099, -0.0804, 1.7688], [0.9864, 0.2387, 1.0402], [1.4745, -0.9998, 0.5035], [0.6265, -2.0600, 0.8922], [0.8714, -3.5421, 0.7153], [1.9849, -3.7898, -0.3054], [-0.4123, -4.2314, 0.2354], [1.2860, -4.1349, 2.0701], [1.8024, 1.5261, 0.8741], [1.1072, 2.5210, -0.0718], [2.1041, 2.1810, 2.2300], [3.1678, 1.2207, 0.2365], [-1.1446, 0.7197, 2.6800], [-1.4307, 2.1488, 2.2089], [-0.5645, 0.7426, 4.1039], [-2.5217, 0.0314, 2.7580], [-1.1666, -2.0400, 2.1569], [2.4393, -1.1439, 0.0479], [1.7639, -3.2815, -1.2467], [2.0856, -4.8578, -0.5034], [2.9425, -3.4267, 0.0715], [-0.7176, -3.8256, -0.7325], [-1.2265, -4.0760, 0.9446], [-0.2568, -5.3064, 0.1258], [2.1812, -3.6374, 2.4466], [1.5004, -5.2011, 1.9695], [0.4927, -4.0109, 2.8087], [0.0836, 2.7303, 0.2287], [1.0904, 2.1021, -1.0827], [1.6568, 3.4649, -0.1101], [1.2168, 2.5836, 2.7084], [2.8093, 3.0033, 2.0946], [2.5546, 1.4499, 2.9035], [3.0556, 0.7860, -0.7578], [3.7533, 0.5428, 0.8589], [3.7302, 2.1496, 0.1305], [-0.5393, 2.7644, 2.1531], [-2.1168, 2.6330, 2.9070], [-1.9085, 2.1295, 1.2284], [0.3994, 1.2474, 4.1398], [-0.4248, -0.2755, 4.4704], [-1.2490, 1.2610, 4.7798], [-2.8995, -0.1999, 1.7601], [-3.2360, 0.6961, 3.2465], [-2.4858, -0.8885, 3.3408], [-3.4867, -1.0271, -1.8327], [-4.3079, -0.8947, -3.3996], [-3.1869, -0.4729, -4.7038], [-5.0564, -0.1154, -3.3217], [-4.7452, -1.8582, -3.6307], [-2.2710, 2.9604, -1.0620], [-1.1274, 2.6797, -2.5446], [-0.8565, 3.7269, -3.4067], [-0.0720, 3.4495, -4.5176], [0.3694, 2.1529, -4.7233], [0.0525, 1.1843, -3.7850], [-0.6726, 1.4528, -2.6980], [0.4861, -0.2670, -3.9979], [0.8851, -0.5836, -5.1029], [0.3695, -1.0170, -2.9647], [-1.2490, 4.7149, -3.2186], [0.1746, 4.2346, -5.2195], [0.9506, 1.8655, -5.5871]],
  "forces_ev_per_angstrom": [[0.3925, -0.0038, 0.0033], [0.2256, -0.0786, 0.2868], [-0.0537, -0.1665, 0.1840], [0.0744, 0.0186, -0.1463], [0.0722, -0.1076, 0.0475], [0.0492, 0.0447, 0.1653], [-0.0647, -0.1064, -0.1335], [-0.1027, 0.0939, 0.0653], [0.0680, 0.0783, 0.0162], [-0.0073, 0.0333, -0.0492], [0.0288, 0.1972, -0.1000], [0.0848, -0.0938, 0.1477], [-0.0461, -0.0770, -0.0473], [-0.0995, -0.0410, 0.0492], [-0.1561, 0.1425, 0.0047], [0.0045, -0.1228, 0.0445], [0.0221, 0.0188, -0.0572], [0.0723, 0.0082, -0.0184], [-0.1486, 0.0501, -0.1366], [-0.0789, 0.0876, -0.2334], [0.0495, -0.0442, -0.0489], [0.0021, -0.0109, 0.0030], [0.0343, 0.0132, -0.0473], [-0.0350, -0.0649, -0.0158], [-0.0409, -0.0048, -0.0194], [0.0087, -0.0084, -0.0012], [0.0087, -0.0014, 0.0169], [-0.0037, -0.0141, 0.0002], [-0.0009, -0.0011, 0.0158], [0.1412, -0.0001, -0.0270], [0.0432, 0.0837, 0.0953], [0.0218, 0.0159, 0.0053], [0.0425, -0.0019, 0.0480], [0.0075, 0.0076, -0.0124], [0.0164, 0.0243, 0.0392], [0.0456, -0.0296, -0.0128], [0.0321, -0.0278, -0.0283], [-0.0185, 0.0192, -0.0020], [-0.0455, 0.0433, -0.0461], [-0.0063, -0.0171, 0.0392], [0.1211, -0.0381, 0.2897], [-0.0004, -0.0034, 0.0243], [0.0119, -0.0108, 0.0053], [-0.0078, 0.0042, 0.0105], [-0.0373, -0.0028, 0.0005], [0.0153, 0.0042, 0.0359], [-0.0115, -0.0500, -0.0370], [-0.3709, -0.0331, -0.1569], [0.0504, 0.0179, -0.1627], [-0.0390, -0.0003, 0.1175], [0.0029, -0.0198, 0.0029], [-0.0245, 0.0174, 0.0186], [-0.2426, 0.1798, -0.3731], [-0.1443, -0.0318, -0.1154], [0.0354, 0.0348, -0.0318], [-0.0274, -0.1139, 0.0964], [0.0427, 0.0529, -0.0294], [0.0061, -0.0514, -0.1988], [-0.0135, 0.1289, -0.1876], [0.0530, 0.1808, -0.1748], [-0.0216, 0.0466, 0.1567], [0.0072, -0.2421, 0.5814], [-0.0237, -0.0125, 0.0321], [-0.0118, 0.0171, -0.0023], [-0.0093, -0.0307, 0.0037]],
  "spin_multiplicity": 1,
  "lumo_ev": 0.0,
  "largest_force_ev_per_a": 0.63,
  "mol_weight_g_mol": 638.06
}

For reference, highest occupied orbital energy by record: -9.55 -8.14 eV.
For reference, relative energy (zero: lowest compared OMol25 entry of this formula, charge and spin) by record: 74.57 0.00 kcal/mol.